Here is a molecular structure, C45H39AlClN2O4P2S from the Open Molecules 2025 dataset. Energies are from wB97M-V/def2-TZVPD.

Its energy relative to the best compared isomer or geometry (same formula, charge and spin) is 39.2 kcal per mole. For the HOMO energy, the calculation gives -10.6659 eV. The charge is +1. The orbital gap is 7.994 eV.

Atoms and positions in Å:
Al 1.432 -0.488 -0.050
C -1.299 3.141 6.521
C -0.776 2.073 5.619
C 0.465 2.236 5.009
C 1.019 1.217 4.260
C 0.290 0.059 4.049
C -0.955 -0.117 4.627
C -1.480 0.889 5.418
S 1.106 -1.383 3.395
O 2.255 -1.562 4.226
O 0.143 -2.445 3.312
N 1.630 -1.124 1.784
C 2.527 -2.061 1.356
C 3.250 -3.002 2.096
C 4.190 -3.766 1.444
C 4.391 -3.621 0.069
C 3.601 -2.725 -0.606
N 2.686 -1.977 0.020
H -0.489 3.573 7.105
H -2.050 2.750 7.202
H -1.747 3.940 5.931
H 1.022 3.146 5.167
H 2.030 1.288 3.891
H -1.464 -1.058 4.490
H -2.421 0.734 5.923
H 3.092 -3.094 3.156
H 4.768 -4.487 2.002
H 5.147 -4.197 -0.441
H 3.690 -2.568 -1.671
C -1.293 0.655 1.331
C -1.752 -0.766 1.001
P -0.834 -1.344 -0.487
C -1.883 -0.874 -1.902
C -1.255 -0.490 -3.080
C -1.999 -0.187 -4.204
C -3.381 -0.240 -4.147
C -4.017 -0.595 -2.968
C -3.273 -0.930 -1.849
C -1.032 -3.159 -0.454
C -0.712 -3.865 0.703
C -0.916 -5.233 0.756
C -1.447 -5.901 -0.335
C -1.738 -5.212 -1.501
C -1.510 -3.849 -1.568
P -0.865 1.558 -0.254
C -1.971 3.008 -0.090
C -1.589 4.161 0.586
C -2.464 5.227 0.678
C -3.726 5.146 0.112
C -4.120 3.991 -0.545
C -3.242 2.926 -0.651
C 0.753 2.344 0.064
C 1.155 3.273 -0.894
C 2.445 3.767 -0.896
C 3.362 3.341 0.056
C 2.970 2.438 1.024
C 1.676 1.915 1.025
H -0.388 0.598 1.936
H -2.053 1.196 1.900
H -2.824 -0.791 0.794
H -1.546 -1.456 1.824
H -0.179 -0.431 -3.097
H -1.501 0.103 -5.116
H -3.961 0.011 -5.019
H -5.096 -0.601 -2.916
H -3.787 -1.237 -0.949
H -0.328 -3.359 1.574
H -0.673 -5.778 1.656
H -1.623 -6.963 -0.281
H -2.155 -5.729 -2.355
H -1.718 -3.311 -2.481
H -0.610 4.232 1.034
H -2.161 6.125 1.193
H -4.408 5.977 0.184
H -5.107 3.922 -0.979
H -3.534 2.025 -1.175
H 0.444 3.585 -1.648
H 2.747 4.470 -1.653
H 4.379 3.698 0.027
H 3.659 2.133 1.798
H 1.351 1.357 1.895
Cl 1.243 -2.129 -7.711
C 1.596 -1.310 -6.241
C 1.923 0.040 -6.255
C 2.216 0.675 -5.063
C 2.179 -0.027 -3.859
C 1.866 -1.385 -3.863
C 1.570 -2.026 -5.050
C 2.463 0.714 -2.602
O 3.101 1.733 -2.576
O 1.936 0.173 -1.508
H 1.941 0.576 -7.191
H 2.472 1.724 -5.037
H 1.849 -1.937 -2.930
H 1.328 -3.076 -5.071

***

Here is a molecular structure, C45H40BrCl3CoN6O4S2 from the Open Molecules 2025 dataset. Energies are from wB97M-V/def2-TZVPD.

Its energy relative to the best compared isomer or geometry (same formula, charge and spin) is 25.3 kcal per mole. For the HOMO energy (spin up / spin down), the calculation gives -6.7481 / -6.7078 eV. As for the multiplicity: 4. The orbital gap (spin up / spin down) is 5.479 / 5.447 eV.

Atoms and positions in Å:
Co 0.247 0.097 -0.080
C -1.639 3.881 -0.575
O -2.107 4.065 0.736
C -2.011 3.086 1.681
C -2.688 3.377 2.853
C -2.680 2.517 3.943
C -1.993 1.335 3.852
C -1.310 0.987 2.678
C -0.582 -0.233 2.670
N 0.202 -0.618 1.714
N 0.907 -1.755 1.888
C 1.432 -2.129 0.750
O 1.304 -1.387 -0.281
C 2.089 -3.429 0.557
C 2.024 -3.966 -0.729
C 2.598 -5.190 -1.004
C 3.249 -5.886 0.002
C 3.331 -5.348 1.277
C 2.741 -4.128 1.565
C -1.297 1.856 1.540
O -0.639 1.575 0.455
H -1.984 4.768 -1.109
H -2.062 2.982 -1.031
H -0.550 3.816 -0.629
H -3.223 4.312 2.906
H -3.213 2.778 4.844
H -1.951 0.663 4.694
H -0.660 -0.872 3.547
H 1.521 -3.401 -1.500
H 2.545 -5.594 -2.005
H 3.708 -6.839 -0.216
H 3.865 -5.881 2.049
H 2.796 -3.697 2.552
Br 4.884 4.922 3.313
C 3.985 3.802 2.069
C 4.445 3.712 0.764
C 3.787 2.918 -0.148
C 2.642 2.177 0.221
C 2.220 2.286 1.561
C 2.868 3.085 2.470
N 1.932 1.372 -0.618
C 2.298 1.152 -1.881
C 1.640 0.205 -2.671
C 2.260 -0.327 -3.834
C 1.778 -1.473 -4.400
C 0.638 -2.073 -3.837
C 0.028 -1.449 -2.772
N 0.462 -0.321 -2.215
H 5.320 4.271 0.467
H 4.174 2.875 -1.155
H 1.362 1.715 1.876
H 2.512 3.156 3.487
H 3.180 1.626 -2.299
H 3.152 0.157 -4.206
H 2.271 -1.928 -5.246
H 0.257 -3.010 -4.215
H -0.847 -1.894 -2.318
Cl 1.389 0.512 -6.864
C -0.157 0.662 -6.129
C -0.481 1.807 -5.421
C -1.761 1.960 -4.921
C -2.734 0.979 -5.083
C -4.179 1.192 -4.650
C -4.628 0.292 -3.471
N -3.826 0.300 -2.271
C -4.311 0.274 -0.989
C -3.250 -0.003 -0.179
N -2.126 -0.143 -0.933
C -2.503 0.042 -2.174
O -4.530 2.548 -4.509
C -4.366 3.164 -3.246
C -4.377 4.652 -3.440
C -4.791 5.538 -2.489
Cl -5.354 5.149 -0.923
S -4.675 7.183 -3.021
C -4.075 6.662 -4.547
C -3.963 5.314 -4.623
C -2.365 -0.179 -5.770
Cl -3.507 -1.444 -6.056
C -1.093 -0.348 -6.289
H 0.250 2.588 -5.290
H -2.010 2.882 -4.422
H -4.796 0.875 -5.507
H -4.662 -0.737 -3.847
H -5.644 0.591 -3.199
H -5.341 0.448 -0.761
H -3.228 -0.127 0.883
H -1.862 0.017 -3.028
H -3.420 2.864 -2.776
H -5.185 2.883 -2.567
H -3.854 7.386 -5.303
H -3.618 4.779 -5.487
H -0.848 -1.241 -6.840
C -1.160 -4.238 2.014
S -2.122 -3.060 1.025
C -2.740 -4.191 -0.253
H -1.833 -4.850 2.609
H -0.505 -3.652 2.650
H -0.556 -4.860 1.359
H -1.904 -4.635 -0.788
H -3.337 -3.596 -0.937
H -3.352 -4.966 0.200

***

Here is 7 unconnected molecules or ions with the total composition C45H40FN7O14 from the Open Molecules 2025 dataset. Energies are from wB97M-V/def2-TZVPD.

As for the SMILES: NC1=CC(=O)C(CCCF)=CC1=O.O=[N+]([O-])c1ccccc1.O=[N+]([O-])c1ccccc1.O=[N+]([O-])c1ccccc1.O=[N+]([O-])c1ccccc1.O=[N+]([O-])c1ccccc1.O=[N+]([O-])c1ccccc1. For the HOMO energy, the calculation gives -8.4849 eV. The orbital gap is 7.612 eV.

Atoms and positions in Å:
N 3.979 -7.811 1.068
C 2.880 -6.976 0.527
C 1.720 -7.571 -0.044
C 0.602 -6.520 -0.541
O -0.040 -6.665 -1.606
C 0.416 -5.232 0.425
C -0.991 -4.599 0.816
C -2.243 -5.183 0.018
C -2.576 -6.711 0.340
F -4.010 -6.956 0.384
C 1.587 -4.640 0.970
C 2.963 -5.365 0.566
O 4.001 -4.755 0.266
H 3.465 -8.585 1.535
H 4.403 -7.302 1.868
H 1.595 -8.697 -0.143
H -1.160 -4.852 1.927
H -0.893 -3.460 0.702
H -2.163 -4.977 -1.109
H -3.159 -4.582 0.375
H -2.054 -7.053 1.299
H -2.189 -7.418 -0.479
H 1.579 -3.736 1.650
O 2.359 -2.822 3.455
N 2.828 -1.736 3.764
O 3.898 -1.582 4.328
C 2.049 -0.541 3.436
C 0.805 -0.680 2.826
C 0.058 0.455 2.537
C 0.554 1.715 2.853
C 1.802 1.848 3.454
C 2.556 0.718 3.749
H 0.407 -1.656 2.574
H -0.915 0.357 2.068
H -0.036 2.599 2.630
H 2.185 2.834 3.695
H 3.526 0.834 4.220
O -1.216 -0.603 -1.050
N -0.751 0.486 -0.748
O 0.321 0.646 -0.182
C -1.531 1.679 -1.079
C -2.775 1.541 -1.691
C -3.521 2.678 -1.982
C -3.020 3.939 -1.665
C -1.771 4.069 -1.063
C -1.022 2.937 -0.767
H -3.175 0.565 -1.942
H -4.496 2.582 -2.453
H -3.606 4.825 -1.888
H -1.388 5.050 -0.823
H -0.055 3.050 -0.296
O -7.593 3.417 -2.125
N -7.091 3.076 -3.182
O -6.136 2.318 -3.281
C -7.666 3.614 -4.416
C -8.730 4.510 -4.345
C -9.257 5.036 -5.518
C -8.726 4.665 -6.749
C -7.669 3.761 -6.814
C -7.134 3.232 -5.645
H -9.153 4.807 -3.392
H -10.082 5.740 -5.474
H -9.136 5.082 -7.664
H -7.261 3.473 -7.776
H -6.309 2.531 -5.708
O 1.621 6.835 -2.075
N 1.594 5.693 -1.645
O 0.631 5.191 -1.080
C 2.794 4.871 -1.813
C 3.922 5.420 -2.418
C 5.068 4.646 -2.554
C 5.080 3.333 -2.093
C 3.947 2.787 -1.499
C 2.797 3.554 -1.356
H 3.925 6.441 -2.781
H 5.951 5.064 -3.016
H 5.979 2.733 -2.196
H 3.961 1.762 -1.144
H 1.923 3.118 -0.889
O 1.255 -9.200 3.242
N 0.104 -8.792 3.188
O -0.225 -7.719 2.709
C -0.949 -9.647 3.737
C -0.609 -10.864 4.325
C -1.610 -11.662 4.867
C -2.937 -11.246 4.816
C -3.271 -10.035 4.218
C -2.276 -9.229 3.676
H 0.421 -11.198 4.372
H -1.356 -12.607 5.333
H -3.715 -11.870 5.245
H -4.307 -9.718 4.178
H -2.549 -8.286 3.216
O 5.365 6.188 0.203
N 5.923 7.008 -0.508
O 6.490 6.741 -1.557
C 5.917 8.406 -0.072
C 5.313 8.745 1.136
C 5.330 10.070 1.558
C 5.942 11.043 0.774
C 6.534 10.698 -0.437
C 6.524 9.376 -0.865
H 4.833 7.997 1.756
H 4.868 10.344 2.500
H 5.958 12.075 1.109
H 7.007 11.461 -1.046
H 6.991 9.119 -1.809

***

What did the first record say?
Here is a molecular structure, C45H39AlClN2O4P2S from the Open Molecules 2025 dataset. Energies are from wB97M-V/def2-TZVPD.

Its energy relative to the best compared isomer or geometry (same formula, charge and spin) is 39.2 kcal per mole. For the HOMO energy, the calculation gives -10.6659 eV. The charge is +1. The orbital gap is 7.994 eV.

Atoms and positions in Å:
Al 1.432 -0.488 -0.050
C -1.299 3.141 6.521
C -0.776 2.073 5.619
C 0.465 2.236 5.009
C 1.019 1.217 4.260
C 0.290 0.059 4.049
C -0.955 -0.117 4.627
C -1.480 0.889 5.418
S 1.106 -1.383 3.395
O 2.255 -1.562 4.226
O 0.143 -2.445 3.312
N 1.630 -1.124 1.784
C 2.527 -2.061 1.356
C 3.250 -3.002 2.096
C 4.190 -3.766 1.444
C 4.391 -3.621 0.069
C 3.601 -2.725 -0.606
N 2.686 -1.977 0.020
H -0.489 3.573 7.105
H -2.050 2.750 7.202
H -1.747 3.940 5.931
H 1.022 3.146 5.167
H 2.030 1.288 3.891
H -1.464 -1.058 4.490
H -2.421 0.734 5.923
H 3.092 -3.094 3.156
H 4.768 -4.487 2.002
H 5.147 -4.197 -0.441
H 3.690 -2.568 -1.671
C -1.293 0.655 1.331
C -1.752 -0.766 1.001
P -0.834 -1.344 -0.487
C -1.883 -0.874 -1.902
C -1.255 -0.490 -3.080
C -1.999 -0.187 -4.204
C -3.381 -0.240 -4.147
C -4.017 -0.595 -2.968
C -3.273 -0.930 -1.849
C -1.032 -3.159 -0.454
C -0.712 -3.865 0.703
C -0.916 -5.233 0.756
C -1.447 -5.901 -0.335
C -1.738 -5.212 -1.501
C -1.510 -3.849 -1.568
P -0.865 1.558 -0.254
C -1.971 3.008 -0.090
C -1.589 4.161 0.586
C -2.464 5.227 0.678
C -3.726 5.146 0.112
C -4.120 3.991 -0.545
C -3.242 2.926 -0.651
C 0.753 2.344 0.064
C 1.155 3.273 -0.894
C 2.445 3.767 -0.896
C 3.362 3.341 0.056
C 2.970 2.438 1.024
C 1.676 1.915 1.025
H -0.388 0.598 1.936
H -2.053 1.196 1.900
H -2.824 -0.791 0.794
H -1.546 -1.456 1.824
H -0.179 -0.431 -3.097
H -1.501 0.103 -5.116
H -3.961 0.011 -5.019
H -5.096 -0.601 -2.916
H -3.787 -1.237 -0.949
H -0.328 -3.359 1.574
H -0.673 -5.778 1.656
H -1.623 -6.963 -0.281
H -2.155 -5.729 -2.355
H -1.718 -3.311 -2.481
H -0.610 4.232 1.034
H -2.161 6.125 1.193
H -4.408 5.977 0.184
H -5.107 3.922 -0.979
H -3.534 2.025 -1.175
H 0.444 3.585 -1.648
H 2.747 4.470 -1.653
H 4.379 3.698 0.027
H 3.659 2.133 1.798
H 1.351 1.357 1.895
Cl 1.243 -2.129 -7.711
C 1.596 -1.310 -6.241
C 1.923 0.040 -6.255
C 2.216 0.675 -5.063
C 2.179 -0.027 -3.859
C 1.866 -1.385 -3.863
C 1.570 -2.026 -5.050
C 2.463 0.714 -2.602
O 3.101 1.733 -2.576
O 1.936 0.173 -1.508
H 1.941 0.576 -7.191
H 2.472 1.724 -5.037
H 1.849 -1.937 -2.930
H 1.328 -3.076 -5.071